1.
{"formula": "C16H39INiP2Si", "method": "ωB97M-V with the def2-TZVPD basis set", "gap_ev": 7.9, "species": ["I", "Ni", "P", "P", "Si", "C", "C", "C", "C", "C", "C", "C", "C", "C", "C", "C", "C", "C", "C", "C", "C", "H", "H", "H", "H", "H", "H", "H", "H", "H", "H", "H", "H", "H", "H", "H", "H", "H", "H", "H", "H", "H", "H", "H", "H", "H", "H", "H", "H", "H", "H", "H", "H", "H", "H", "H", "H", "H", "H", "H"], "xyz": [[0.442, -2.589, 2.108], [0.162, -0.165, 0.645], [-0.026, 1.503, 2.027], [-2.107, -0.259, 0.615], [2.090, 0.411, -0.424], [-2.717, 0.986, 1.836], [1.149, 1.565, 3.416], [1.779, 0.246, -2.339], [-0.226, 3.273, 1.612], [1.347, -1.148, -2.801], [-1.624, 1.177, 2.892], [0.465, -1.922, 0.007], [4.015, -1.822, -0.354], [4.973, 0.457, -0.322], [3.808, -0.400, 1.672], [-3.032, -1.765, 1.072], [3.005, 0.646, -3.169], [3.775, -0.390, 0.139], [2.457, 2.278, -0.249], [-2.952, 0.219, -0.931], [0.632, 1.208, -2.687], [1.391, -2.340, -0.363], [0.741, 3.711, 1.377], [2.073, -1.922, -2.546], [-0.362, -2.471, -0.443], [0.786, 2.210, 4.218], [-2.814, -2.029, 2.106], [-1.483, 0.252, 3.459], [3.389, 1.632, -2.902], [-2.578, 1.183, -1.276], [-1.866, 1.973, 3.600], [4.019, -1.886, -1.444], [-4.034, 0.277, -0.796], [0.384, -1.431, -2.372], [2.736, 0.677, -4.232], [0.354, 1.093, -3.742], [4.958, 1.455, 0.117], [1.571, 2.868, -0.481], [1.233, -1.152, -3.891], [2.109, 1.939, 3.063], [4.996, -2.165, -0.005], [3.283, -2.532, 0.029], [-2.708, -2.599, 0.447], [1.297, 0.552, 3.792], [0.908, 2.252, -2.534], [-2.893, 1.922, 1.298], [3.818, -0.074, -3.064], [-0.662, 3.805, 2.459], [-0.870, 3.393, 0.740], [3.676, 0.605, 2.080], [-4.106, -1.617, 0.946], [2.771, 2.534, 0.767], [4.780, -0.767, 2.024], [5.024, 0.568, -1.404], [-2.729, -0.520, -1.703], [-0.254, 0.997, -2.081], [5.901, -0.027, 0.003], [3.253, 2.604, -0.921], [-3.668, 0.686, 2.280], [3.032, -1.037, 2.096]], "lowdin_charge": [0.7619, -0.3462, 0.7854, 0.8169, 0.6837, -0.3868, -0.2394, -0.6287, -0.2383, -0.1132, -0.3995, -0.6996, -0.0984, -0.1084, -0.1225, -0.2763, -0.1052, -0.6235, -0.2193, -0.2532, -0.1139, -0.0691, 0.0278, 0.0680, -0.0333, 0.0503, 0.0203, 0.0752, 0.0684, 0.0341, 0.0841, 0.0674, 0.0453, 0.0536, 0.0818, 0.0842, 0.0688, 0.0046, 0.0837, 0.0278, 0.0829, 0.0571, 0.0373, 0.0386, 0.0690, 0.0745, 0.0669, 0.0492, 0.0449, 0.0563, 0.0444, 0.0176, 0.0856, 0.0603, 0.0468, 0.0473, 0.0822, 0.0247, 0.0843, 0.0118]}



2.
{"formula": "C16H39INiP2Si", "method": "ωB97M-V with the def2-TZVPD basis set", "gap_ev": 7.8, "species": ["I", "Ni", "P", "P", "Si", "C", "C", "C", "C", "C", "C", "C", "C", "C", "C", "C", "C", "C", "C", "C", "C", "H", "H", "H", "H", "H", "H", "H", "H", "H", "H", "H", "H", "H", "H", "H", "H", "H", "H", "H", "H", "H", "H", "H", "H", "H", "H", "H", "H", "H", "H", "H", "H", "H", "H", "H", "H", "H", "H", "H"], "xyz": [[-3.441, -0.802, 0.782], [-0.816, -0.246, -0.431], [-1.553, -0.820, -2.561], [-1.311, 1.879, -1.015], [0.863, 0.059, 1.087], [-3.071, -1.813, -2.732], [1.575, 1.810, 0.901], [-2.116, 2.997, 0.172], [0.660, -1.567, 3.519], [3.516, -1.086, 1.156], [-2.007, 0.754, -3.394], [1.772, 0.617, 3.750], [-0.458, -1.585, -3.803], [2.488, -0.662, -1.068], [2.205, -1.131, 0.366], [-0.678, 0.541, 3.387], [-2.573, 1.713, -2.352], [-1.492, -1.708, 0.546], [0.651, -0.122, 3.005], [-0.131, 3.016, -1.842], [1.722, -2.583, 0.296], [-1.082, 1.176, -3.802], [-2.951, 2.483, 0.646], [-2.803, 2.695, -2.774], [-1.531, 0.091, 2.880], [-3.872, -1.359, -2.152], [3.192, -1.347, -1.556], [4.288, -1.670, 0.639], [-0.246, -2.620, -3.531], [2.764, 0.243, 3.489], [0.491, -1.048, -3.839], [-3.491, 1.319, -1.908], [1.742, 2.076, -0.142], [1.757, 1.690, 3.552], [-2.676, 0.582, -4.240], [0.892, 2.549, 1.331], [0.542, 2.456, -2.492], [-0.843, 0.459, 4.468], [-2.468, 3.899, -0.332], [-1.668, -2.648, 0.017], [2.927, 0.338, -1.098], [0.477, 3.513, -1.088], [0.428, -1.573, 4.591], [0.790, -2.664, -0.265], [3.898, -0.068, 1.266], [-2.893, -2.809, -2.325], [-1.207, -1.997, 1.551], [2.531, 1.916, 1.421], [2.478, -3.199, -0.206], [-0.058, -2.222, 3.031], [-0.675, 1.607, 3.140], [-0.649, 3.778, -2.429], [-0.920, -1.569, -4.792], [1.646, 0.484, 4.831], [1.553, -3.010, 1.285], [-1.402, 3.276, 0.948], [1.645, -2.024, 3.401], [3.403, -1.511, 2.155], [1.570, -0.645, -1.667], [-3.384, -1.908, -3.774]], "lowdin_charge": [0.8010, -0.3002, 0.8268, 0.8000, 0.6848, -0.2802, -0.2155, -0.2473, -0.0996, -0.1010, -0.4043, -0.1105, -0.2546, -0.1147, -0.6377, -0.1140, -0.4050, -0.7299, -0.6286, -0.2506, -0.1035, 0.0735, 0.0174, 0.0838, 0.0099, -0.0129, 0.0842, 0.0825, 0.0470, 0.0660, 0.0339, 0.0640, -0.0029, 0.0674, 0.0880, 0.0200, 0.0414, 0.0845, 0.0497, -0.0312, 0.0714, 0.0301, 0.0836, 0.0486, 0.0727, 0.0446, -0.0670, 0.0281, 0.0827, 0.0557, 0.0706, 0.0482, 0.0462, 0.0842, 0.0689, 0.0343, 0.0657, 0.0626, 0.0410, 0.0462]}



Which of them is least stable? Easy: 2.